Density functional theory data (ωB97M-V with the def2-TZVPD basis set) for 2 unconnected molecules or ions with the total composition CH5N4OS.

Properties
Electronic energy: -733.43051 hartree
ΔE to the lowest compared entry with this formula, charge and spin: 0.997 eV
Net charge: -1
Max |F|: 0.029 hartree/bohr

Each atom is followed by the atoms it is bonded to, with distances in Å.
Positions of all 12 atoms, in Å:
1 C -0.605 0.396 -0.035  N3 1.372, N5 1.350, H8 1.077
2 N 0.446 0.227 -2.038  N5 1.288, H9 1.019
3 N 0.373 1.204 0.486  C1 1.372, H10 1.054, H11 1.020
4 N 0.104 -1.543 1.068  O6 1.288, H12 1.046
5 N -0.570 -0.066 -1.303  C1 1.350, N2 1.288, S7 1.681
6 O 0.968 -0.907 1.782  N4 1.288
7 S -1.881 -0.971 -1.839  N5 1.681
8 H -1.548 0.300 0.476  C1 1.077
9 H 0.347 -0.218 -2.949  N2 1.019
10 H 0.820 0.668 1.276  N3 1.054
11 H 1.085 1.305 -0.239  N3 1.020
12 H -0.781 -1.647 1.615  N4 1.046

Atomic partial charges in e from the Löwdin method, atoms 1 to 6: C -0.400; N -0.005; N 0.035; N -0.078; N -0.766; O -0.310

Density functional theory data (ωB97M-V with the def2-TZVPD basis set) for 2 unconnected molecules or ions with the total composition C6H12O.

Properties
Electronic energy: -310.80015 hartree
ΔE to the lowest compared entry with this formula, charge and spin: 7.051 eV
Net charge: 0
Max |F|: 0.082 hartree/bohr

Each atom is followed by the atoms it is bonded to, with distances in Å.
Positions of all 19 atoms, in Å:
1 C -1.973 -0.054 -0.356  C2 1.872, C6 1.602, H7 1.087, H8 1.118, H9 1.079
2 C -1.172 -1.327 0.760  C1 1.872, C6 1.433, H10 1.047, H11 1.068
3 C 0.454 0.692 -1.864  C4 1.375, H12 1.087, H13 1.068
4 C 0.917 1.056 -0.622  C3 1.375, C5 1.392, H14 1.072
5 C 0.503 0.608 0.629  C4 1.392, C6 1.505, H15 1.079
6 C -0.893 0.077 0.820  C1 1.602, C2 1.433, C5 1.505, H16 1.084
7 H -2.075 -0.720 -1.210  C1 1.087
8 H -1.766 0.912 -0.878  C1 1.118
9 H -2.905 0.116 0.159  C1 1.079
10 H -0.304 -1.873 0.547  C2 1.047
11 H -1.845 -1.772 1.460  C2 1.068
12 H 0.719 1.359 -2.680  C3 1.087
13 H -0.030 -0.241 -2.056  C3 1.068
14 H 1.773 1.700 -0.667  C4 1.072
15 H 0.896 0.980 1.562  C5 1.079
16 H -1.251 0.633 1.679  C6 1.084
17 H 2.285 -0.518 0.608  O19 0.977
18 H 3.478 -0.735 1.509  O19 0.967
19 O 3.188 -0.893 0.601  H17 0.977, H18 0.967

Atomic partial charges in e from the Löwdin method, atoms 1 to 6: C -0.046; C 0.057; C -0.061; C -0.268; C -0.173; C -0.333

Density functional theory data (ωB97M-V with the def2-TZVPD basis set) for a single Cl3H3Si2 molecule.

Properties
Electronic energy: -1961.46521 hartree
SMILES: Cl[SiH2][SiH](Cl)Cl
ΔE to the lowest compared entry with this formula, charge and spin: 0.451 eV
Net charge: 0
Max |F|: 0.054 hartree/bohr

Each atom is followed by the atoms it is bonded to, with distances in Å.
Positions of all 8 atoms, in Å:
1 Si 0.976 0.235 0.574  Si2 2.350, Cl3 2.239, H6 1.406, H7 1.571
2 Si -1.064 -0.100 -0.545  Si1 2.350, Cl4 1.994, Cl5 2.020, H8 1.617
3 Cl 2.512 -0.698 -0.762  Si1 2.239
4 Cl -2.283 1.478 -0.501  Si2 1.994
5 Cl -1.962 -1.598 0.468  Si2 2.020
6 H 1.272 -0.418 1.783  Si1 1.406
7 H 1.406 1.664 1.063  Si1 1.571
8 H -0.857 -0.562 -2.081  Si2 1.617

Atomic partial charges in e from the Löwdin method, atoms 1 to 6: Si 0.199; Si -0.503; Cl 0.020; Cl 0.265; Cl 0.240; H -0.136

Density functional theory data (ωB97M-V with the def2-TZVPD basis set) for 2 unconnected molecules or ions with the total composition C4H13N3.

Properties
Electronic energy: -324.21322 hartree
ΔE to the lowest compared entry with this formula, charge and spin: 7.122 eV
Net charge: 0
Max |F|: 0.053 hartree/bohr

Each atom is followed by the atoms it is bonded to, with distances in Å.
Positions of all 20 atoms, in Å:
1 N 0.486 -1.236 -0.368  C2 1.370, H9 1.028
2 C 0.393 0.126 -0.254  N1 1.370, C3 1.555, C6 1.554, H10 1.159
3 C -0.737 0.836 0.544  C2 1.555, C4 1.482, H11 1.085, H12 1.093
4 C -2.115 0.463 0.145  C3 1.482, N5 1.477, H13 1.098, H14 1.108
5 N -2.511 -0.936 0.403  C4 1.477, H15 1.013, H16 1.012
6 C 1.726 0.700 0.300  C2 1.554, N7 1.473, H17 1.086, H18 1.090
7 N 2.828 0.130 -0.494  C6 1.473, H19 1.001, H20 1.009
8 H -1.044 -0.479 -1.614  no bonds
9 H -0.134 -1.545 -1.127  N1 1.028
10 H 0.314 0.520 -1.341  C2 1.159
11 H -0.648 1.918 0.547  C3 1.085
12 H -0.594 0.567 1.594  C3 1.093
13 H -2.799 1.124 0.694  C4 1.098
14 H -2.338 0.915 -0.842  C4 1.108
15 H -3.169 -1.207 -0.318  N5 1.013
16 H -1.702 -1.464 0.101  N5 1.012
17 H 1.683 1.780 0.196  C6 1.086
18 H 1.776 0.341 1.328  C6 1.090
19 H 2.537 -0.797 -0.730  N7 1.001
20 H 3.724 0.156 -0.031  N7 1.009

Atomic partial charges in e from the Löwdin method, atoms 1 to 6: N 0.098; C -0.552; C -0.188; C -0.356; N 0.003; C -0.246

Density functional theory data (ωB97M-V with the def2-TZVPD basis set) for 2 unconnected molecules or ions with the total composition C4H15N2O2.

Properties
Electronic energy: -421.12073 hartree
ΔE to the lowest compared entry with this formula, charge and spin: 1.979 eV
Net charge: +1
Max |F|: 0.047 hartree/bohr

Each atom is followed by the atoms it is bonded to, with distances in Å.
Positions of all 23 atoms, in Å:
1 N -2.034 0.101 -0.810  C2 1.506, H8 1.021, H9 1.040, H10 1.022
2 C -0.649 -0.131 -0.264  N1 1.506, C3 1.513, C5 1.528, H11 1.126
3 C -0.791 -1.042 0.935  C2 1.513, O4 1.447, H12 1.085, H13 1.092
4 O -1.848 -0.505 1.765  C3 1.447, H14 0.971
5 C 0.364 -0.702 -1.256  C2 1.528, N6 1.468, H15 1.120, H16 1.107
6 N 1.673 -0.747 -0.593  C5 1.468, C7 1.478, H17 1.006
7 C 2.460 0.465 -0.907  N6 1.478, H18 1.108, H19 1.098, H20 1.087
8 H -2.204 0.781 -1.552  N1 1.021
9 H -2.562 0.285 0.067  N1 1.040
10 H -2.385 -0.777 -1.196  N1 1.022
11 H -0.335 0.900 0.058  C2 1.126
12 H 0.140 -1.242 1.455  C3 1.085
13 H -1.158 -2.044 0.709  C3 1.092
14 H -1.452 0.087 2.425  O4 0.971
15 H 0.196 -1.789 -1.469  C5 1.120
16 H 0.322 -0.276 -2.277  C5 1.107
17 H 2.165 -1.619 -0.690  N6 1.006
18 H 1.821 1.366 -0.819  C7 1.108
19 H 2.654 0.557 -1.984  C7 1.098
20 H 3.378 0.441 -0.327  C7 1.087
21 H 0.830 1.842 1.851  O23 0.952
22 H -0.609 2.367 2.546  O23 0.957
23 O 0.026 1.682 2.334  H21 0.952, H22 0.957

Atomic partial charges in e from the Löwdin method, atoms 1 to 6: N 0.226; C -0.285; C -0.182; O -0.075; C -0.206; N -0.110